1.
Computed, not measured: a molecular structure, C17H33BeBr2Cl4F2MgN3O7, with the ωB97M-V functional and the def2-TZVPD basis.

Last column: natural (NBO) charge in e.
Element x y z (Å)
C  4.01061  -4.46027  2.09232  -0.652
C  2.90534  -4.42280  1.05242  0.346
F  1.84169  -5.23358  1.52139  -0.398
N  2.47606  -3.10849  0.72615  -0.638
C  1.75143  -2.36974  1.74142  -0.161
C  2.10721  -0.87886  1.79292  -0.409
C  3.49103  -0.54314  2.32994  -0.510
C  4.70834  -1.02977  1.56599  0.690
N  4.70460  -0.92115  0.17347  -0.825
O  5.67454  -1.45830  2.15722  -0.587
C  0.21757  -2.47000  1.51985  0.755
O  -0.50330  -1.92528  2.39876  -0.725
O  -0.19420  -3.04777  0.49687  -0.730
H  3.96154  -5.39233  2.65125  0.224
H  4.98371  -4.35978  1.61438  0.227
H  3.93169  -3.63450  2.79897  0.213
H  3.25304  -4.88530  0.12673  0.162
H  1.94715  -3.09175  -0.13795  0.402
H  1.94133  -2.79866  2.72645  0.214
H  1.92386  -0.41681  0.81298  0.183
H  1.38106  -0.43112  2.47603  0.240
H  3.56983  0.57032  2.33248  0.180
H  3.60099  -0.90174  3.35196  0.236
H  4.90215  -1.83076  -0.22970  0.397
H  3.80198  -0.62779  -0.17934  0.365
C  -2.57850  4.91370  -0.34966  -0.615
C  -1.95313  4.23981  -1.56929  -0.414
C  -2.68155  2.96937  -2.00329  -0.431
C  -2.72030  1.79579  -1.03594  -0.220
N  -1.39515  1.24073  -0.55363  -0.218
C  -1.62753  -0.19632  -0.12454  -0.213
C  -1.51408  -0.99274  -1.39388  -0.486
C  -0.38970  -0.30525  -2.17093  -0.419
C  -0.34348  1.13570  -1.63952  -0.224
C  -0.88108  2.00252  0.61982  -0.403
H  -2.67450  4.23814  0.50311  0.187
H  -1.97490  5.76225  -0.02678  0.221
H  -3.57603  5.28734  -0.58684  0.210
H  -0.89206  4.03896  -1.40273  0.198
H  -1.97769  4.93994  -2.40282  0.234
H  -2.28884  2.63644  -2.96633  0.225
H  -3.72822  3.22026  -2.20146  0.230
H  -3.23637  0.96798  -1.52155  0.256
H  -3.28584  2.03548  -0.13547  0.210
H  -0.84549  -0.46369  0.58521  0.239
H  -2.59523  -0.26234  0.36273  0.236
H  -2.48951  -0.94288  -1.94388  0.249
H  -1.31594  -2.03937  -1.18645  0.286
H  -0.55748  -0.33080  -3.24642  0.228
H  0.56226  -0.80462  -1.98498  0.213
H  -0.52807  1.87431  -2.40901  0.242
H  0.61689  1.36199  -1.18110  0.220
H  -1.65206  2.01806  1.38636  0.218
H  -0.61643  3.01123  0.32231  0.230
H  0.00177  1.49347  0.99946  0.229
Be  3.06925  2.54878  2.20217  0.057
C  0.03447  4.92911  -5.18110  -0.278
Cl  0.18080  3.28458  -4.54933  0.008
Cl  -0.05404  6.10841  -3.86717  0.006
Cl  1.34295  5.31482  -6.27292  0.116
H  -0.89528  4.97330  -5.73242  0.222
Br  -4.50700  -1.81353  -1.59529  -0.539
O  -3.39031  -1.92346  1.73218  -0.646
Cl  -3.77351  -3.08381  2.39572  2.535
O  -5.16836  -3.27035  2.46311  -0.728
O  -3.18096  -3.09380  3.72518  -0.985
O  -3.17823  -4.34636  1.64670  -0.581
F  2.83946  4.38155  -4.31776  -0.619
Mg  -3.21877  -3.37265  5.82127  0.905
Br  -3.35149  -5.81265  2.87421  0.410

Forces on the atoms, in the same order (eV/Å):
C -0.117 0.171 0.158
C 0.336 0.079 -0.144
F -0.045 0.065 0.030
N 0.181 0.090 0.194
C -0.038 0.144 -0.038
C -0.069 -0.041 0.145
C 0.082 0.294 -0.430
C 0.202 -0.131 -0.031
N -0.642 -0.165 0.273
O -0.133 -0.192 -0.047
C -0.679 -0.446 -0.166
O 0.139 -0.045 0.235
O 0.283 0.234 0.141
H 0.104 -0.079 -0.098
H 0.008 -0.046 -0.010
H -0.058 -0.035 0.028
H -0.163 -0.118 0.019
H -0.203 -0.153 0.067
H 0.078 -0.034 -0.006
H 0.086 -0.068 -0.049
H -0.028 0.067 -0.054
H 0.115 -0.653 0.247
H 0.064 0.131 0.060
H 0.470 0.232 -0.121
H 0.050 -0.015 -0.024
C 0.079 -0.005 -0.033
C -0.187 -0.021 0.133
C 0.131 0.089 -0.098
C -0.150 0.002 -0.202
N 0.101 -0.070 0.248
C 0.180 -0.152 -0.028
C -0.731 0.298 -0.954
C 0.128 -0.065 0.121
C 0.176 -0.192 -0.172
C -0.003 0.063 -0.159
H 0.000 0.006 0.008
H -0.021 0.019 0.006
H -0.018 -0.028 0.015
H 0.017 0.028 -0.054
H 0.015 -0.045 0.004
H 0.004 0.002 0.011
H -0.037 -0.073 0.073
H 0.006 -0.042 0.042
H 0.067 -0.003 0.046
H -0.083 0.099 0.055
H -0.015 0.066 -0.010
H 1.401 0.037 0.405
H -0.012 0.026 0.074
H -0.031 0.031 0.017
H 0.046 0.076 0.024
H -0.031 0.121 0.121
H -0.026 0.068 0.046
H 0.005 0.003 0.017
H -0.048 0.027 0.031
H -0.010 -0.023 0.001
Be -0.139 0.522 -0.056
C 0.183 -0.023 0.052
Cl -0.161 -0.063 -0.055
Cl 0.034 0.060 -0.056
Cl -0.044 -0.012 -0.119
H -0.007 0.048 0.007
Br -1.048 -0.297 0.292
O 0.399 -0.709 -0.798
Cl -1.436 2.192 0.576
O 0.245 -0.409 0.106
O 0.208 -0.219 0.770
O 0.363 -1.144 1.022
F 0.030 0.016 0.124
Mg 0.128 0.110 -0.707
Br 0.268 0.294 -1.325

Results
HOMO energy, eV: -7.401
2S+1: 1
Frontier orbital gap, eV: 1.17

2.
Computed, not measured: 2 unconnected molecules or ions with the total composition C3H10N2O2, with the ωB97M-V functional and the def2-TZVPD basis.

Last column: natural (NBO) charge in e.
Element x y z (Å)
O  -1.56120  -1.02070  2.69155  -0.513
C  -1.10579  -0.31582  1.83328  0.442
C  -0.39217  -0.85200  0.62446  -0.341
N  -0.15011  0.13764  -0.37113  -0.670
C  0.73758  -0.18428  -1.52080  -0.050
N  0.84709  -1.53600  -1.91671  -0.855
H  -1.23063  0.78484  1.91970  0.103
H  -0.93178  -1.75883  0.32173  0.196
H  0.55637  -1.26747  0.97458  0.219
H  -0.98179  0.60322  -0.70657  0.357
H  0.39422  0.43887  -2.34726  0.185
H  1.71080  0.19809  -1.20369  0.189
H  0.04634  -2.02740  -2.27454  0.371
H  1.42680  -2.08823  -1.30125  0.368
H  0.63704  2.58984  -0.14791  0.470
H  0.53863  3.60916  -1.14109  0.457
O  1.24508  3.11594  -0.69672  -0.930

Forces on the atoms, in the same order (eV/Å):
O 0.010 -0.185 0.074
C -0.275 0.234 0.266
C 0.179 -0.654 0.130
N -0.279 0.889 -0.622
C -0.211 0.727 0.878
N 0.765 -0.494 -0.149
H 0.200 -0.007 -0.210
H -0.238 0.094 -0.212
H 0.222 0.199 0.154
H -0.255 -0.367 0.144
H 0.068 -0.016 0.007
H 0.197 -0.308 -0.409
H -0.143 0.129 0.156
H -0.274 -0.138 -0.185
H 0.800 -0.492 0.229
H 0.649 0.403 -0.393
O -1.415 -0.014 0.142

Results
HOMO energy, eV: -9.173
ΔE to the lowest compared entry with this formula, charge and spin, kcal/mol: 48.66
2S+1: 1
SMILES string: NCNCC=O.O
Frontier orbital gap, eV: 9.79

3.
Computed, not measured: a molecular structure, C67H51AsF12GeP2Se4Tc, with the ωB97M-V functional and the def2-TZVPD basis.

Last column: Mulliken spin population.
Element x y z (Å)
Tc  0.33871  -0.27466  0.76728  0.735
Se  -1.68737  -1.95194  0.72376  0.066
Se  -4.73402  -4.18492  0.78340  0.002
Se  -3.67076  -4.30059  2.81477  0.004
Se  -1.47910  -3.21509  2.68353  0.016
C  1.41380  -1.59110  0.57870  -0.034
Ge  2.05054  -3.39668  0.30447  -0.009
C  3.88499  -3.25604  -0.39843  0.003
C  4.52821  -2.02174  -0.47592  0.000
C  5.83297  -1.92557  -0.94754  0.000
C  6.51259  -3.06634  -1.35128  0.000
C  5.88714  -4.30517  -1.27159  0.001
C  4.58694  -4.39504  -0.79369  0.000
C  2.24231  -4.32078  2.02138  -0.001
C  3.08910  -3.73578  2.96304  0.007
C  3.24870  -4.29188  4.22556  0.002
C  2.56380  -5.45268  4.56144  0.001
C  1.72901  -6.05237  3.62872  -0.002
C  1.56878  -5.48817  2.36910  0.001
C  0.91667  -4.25926  -1.03359  0.006
C  1.30947  -4.19362  -2.37212  0.006
C  0.45814  -4.62094  -3.38265  -0.003
C  -0.80655  -5.10414  -3.06690  0.004
C  -1.21583  -5.16415  -1.74142  -0.004
C  -0.35531  -4.74823  -0.73292  0.002
H  4.00915  -1.12821  -0.14514  0.006
H  6.31816  -0.95700  -0.99433  0.000
H  7.52884  -2.99325  -1.72110  0.000
H  6.41476  -5.20064  -1.58008  0.000
H  4.10987  -5.36852  -0.73225  0.001
H  3.61948  -2.82066  2.71435  -0.003
H  3.90028  -3.81535  4.94972  0.000
H  2.66931  -5.87958  5.55197  0.000
H  1.17489  -6.94595  3.89045  0.000
H  0.88685  -5.95156  1.66635  0.001
H  2.28217  -3.78943  -2.63512  0.000
H  0.77573  -4.55142  -4.41696  0.000
H  -1.48351  -5.41032  -3.85693  0.000
H  -2.22082  -5.47672  -1.48139  0.000
H  -0.71818  -4.74584  0.28854  0.005
F  2.40337  1.42428  2.16826  0.001
C  1.83015  1.27529  0.90459  -0.030
F  1.43788  2.59235  0.61016  0.010
F  2.95508  1.14006  0.09818  -0.006
C  -0.24482  2.11405  -1.87345  0.004
C  -0.57899  2.49962  -3.31697  0.014
As  1.05314  2.57849  -4.43069  -0.001
C  1.89503  4.03000  -3.41606  0.000
C  3.03147  3.72223  -2.67411  0.000
C  3.62926  4.67941  -1.86262  0.000
C  3.10029  5.95868  -1.79738  0.000
C  1.96505  6.27634  -2.53384  0.000
C  1.36410  5.31549  -3.33269  0.001
C  0.32378  3.67037  -5.89093  0.000
C  -0.99555  3.53312  -6.31576  0.000
C  -1.47092  4.25223  -7.40616  0.000
C  -0.63360  5.12256  -8.08791  0.000
C  0.68548  5.26498  -7.67587  0.000
C  1.15771  4.54249  -6.59030  0.000
P  -0.33346  0.32543  -1.40533  -0.031
C  -2.04041  -0.12726  -1.87026  -0.011
C  -3.09086  0.76927  -1.67042  -0.003
C  -4.40842  0.35572  -1.79640  0.005
C  -4.69677  -0.96725  -2.10735  0.005
C  -3.66307  -1.86757  -2.31100  -0.003
C  -2.34351  -1.44890  -2.20802  0.022
C  0.67311  -0.38320  -2.76972  0.002
C  0.15776  -0.73339  -4.01492  -0.008
C  1.00068  -1.16061  -5.03245  0.000
C  2.36884  -1.23774  -4.82118  0.000
C  2.89238  -0.88598  -3.58394  -0.001
C  2.04963  -0.46410  -2.56648  0.005
H  -0.88899  2.64043  -1.16573  0.015
H  0.76567  2.42371  -1.59824  -0.003
H  -1.03404  3.49202  -3.35079  -0.001
H  -1.28211  1.79763  -3.76895  0.002
H  3.43372  2.71532  -2.70596  0.001
H  4.49687  4.41711  -1.27021  0.000
H  3.56041  6.70498  -1.16120  0.000
H  1.53928  7.27085  -2.47256  0.000
H  0.47051  5.56649  -3.89354  0.000
H  -1.66870  2.86337  -5.79413  0.000
H  -2.50155  4.13295  -7.71778  0.000
H  -1.00549  5.68771  -8.93383  0.000
H  1.34793  5.94352  -8.20028  0.000
H  2.18704  4.66867  -6.27305  0.000
H  -2.88557  1.79266  -1.37610  -0.006
H  -5.21191  1.05732  -1.60716  0.000
H  -5.72554  -1.30386  -2.15172  0.000
H  -3.87530  -2.91285  -2.49571  0.001
H  -1.54849  -2.17491  -2.33015  0.001
H  -0.90700  -0.67254  -4.19931  0.002
H  0.58075  -1.43752  -5.99256  0.000
H  3.02492  -1.57700  -5.61446  0.000
H  3.95823  -0.95913  -3.40061  0.000
H  2.44971  -0.20601  -1.59391  0.001
F  -1.76909  6.73384  5.71026  0.000
C  -0.61731  6.02353  5.74502  -0.001
F  0.35023  6.83711  5.28255  0.000
F  -0.35295  5.81666  7.05591  0.000
C  -0.72128  4.74322  4.98212  0.001
C  0.17679  4.42914  3.98040  0.003
C  0.05814  3.22262  3.29728  -0.034
C  -0.95180  2.32358  3.60941  -0.034
C  -1.85534  2.66270  4.62234  0.006
C  -1.74537  3.85713  5.30514  0.000
P  -1.09117  0.70575  2.70244  0.080
C  -2.90873  0.73212  2.44083  -0.005
C  -3.71222  -0.40175  2.55031  0.018
C  -5.04177  -0.36662  2.14635  0.009
C  -5.57260  0.81151  1.64529  0.006
C  -4.79051  1.95640  1.54712  0.018
C  -3.46452  1.90834  1.93669  0.019
C  -7.00690  0.86452  1.22672  -0.001
F  -7.82700  1.20513  2.25722  0.000
F  -7.22957  1.79521  0.26441  0.000
F  -7.46205  -0.30175  0.75097  0.000
C  -0.80566  -0.40648  4.13903  0.025
C  0.46891  -0.95265  4.24939  0.128
C  0.77816  -1.82225  5.28157  0.036
C  -0.19642  -2.15732  6.20704  0.000
C  -1.47214  -1.61560  6.11403  0.003
C  -1.77008  -0.73602  5.08836  -0.013
C  0.10280  -3.14998  7.28635  0.001
F  -0.50771  -2.83175  8.45448  0.000
F  1.42281  -3.24074  7.55607  0.000
F  -0.31032  -4.39697  6.97713  0.000
H  0.97101  5.11697  3.72327  0.000
H  0.76312  2.99063  2.51443  0.013
H  -2.66917  1.99241  4.86438  0.003
H  -2.45482  4.10799  6.08456  0.000
H  -3.30440  -1.33568  2.91442  0.000
H  -5.61985  -1.28356  2.15770  0.001
H  -5.20736  2.86857  1.13970  0.001
H  -2.84828  2.79417  1.82608  -0.013
H  1.21119  -0.73030  3.48940  -0.068
H  1.76342  -2.26441  5.33871  -0.001
H  -2.23536  -1.89623  6.82868  0.001
H  -2.77887  -0.35526  5.00018  -0.001

Forces on the atoms, in the same order (eV/Å):
Tc 0.038 -0.159 -0.039
Se 0.068 0.223 -0.036
Se 0.008 0.014 -0.229
Se 0.170 0.188 0.251
Se -0.012 -0.598 -0.270
C -0.001 0.031 0.248
Ge -0.007 0.032 -0.119
C -0.040 -0.025 0.002
C 0.013 -0.002 0.067
C 0.006 -0.004 0.005
C -0.014 -0.012 -0.004
C 0.009 0.016 -0.001
C -0.004 0.017 -0.049
C -0.043 0.050 -0.025
C -0.008 0.018 0.047
C 0.022 -0.036 -0.058
C -0.008 -0.008 -0.012
C -0.016 0.020 0.016
C -0.026 0.010 -0.014
C 0.112 0.013 0.008
C 0.001 -0.060 -0.015
C -0.005 0.013 -0.005
C -0.005 0.021 0.008
C 0.003 0.025 -0.040
C -0.057 0.104 0.085
H -0.020 0.021 -0.040
H -0.010 -0.012 -0.004
H -0.004 -0.001 -0.002
H -0.002 0.008 0.004
H 0.000 0.008 -0.006
H -0.014 -0.008 0.002
H -0.005 -0.005 -0.003
H -0.003 0.006 -0.010
H 0.012 0.009 -0.002
H -0.007 0.011 -0.016
H -0.021 0.008 0.003
H -0.009 0.002 0.001
H 0.011 -0.004 0.003
H 0.019 -0.033 0.030
H 0.016 -0.035 0.039
F -0.001 0.005 -0.113
C -0.036 -0.017 -0.031
F 0.062 -0.070 0.015
F -0.020 0.070 0.036
C 0.018 -0.070 0.020
C 0.016 0.037 0.037
As 0.025 0.026 -0.030
C 0.008 0.025 0.003
C -0.032 -0.036 0.012
C 0.005 0.012 0.003
C 0.007 -0.020 0.002
C -0.012 -0.005 -0.002
C 0.004 0.001 -0.007
C -0.018 0.010 0.026
C 0.013 0.003 -0.005
C 0.006 0.015 0.001
C -0.007 -0.011 0.001
C -0.006 -0.001 0.012
C -0.005 -0.012 -0.024
P -0.004 -0.003 -0.067
C -0.046 0.005 -0.118
C 0.018 -0.006 0.013
C -0.002 -0.035 0.025
C -0.021 0.009 0.020
C 0.021 0.020 -0.025
C -0.020 0.008 0.101
C 0.057 0.013 0.005
C 0.016 0.045 -0.022
C -0.035 -0.028 -0.010
C 0.022 0.000 0.033
C 0.015 -0.011 -0.045
C 0.002 -0.077 0.026
H -0.020 0.021 0.000
H -0.035 -0.020 0.025
H -0.022 0.008 -0.016
H 0.001 -0.034 0.014
H 0.014 0.005 0.007
H -0.016 -0.008 -0.004
H -0.003 -0.007 -0.003
H 0.002 -0.002 -0.004
H 0.005 0.009 -0.012
H 0.008 -0.004 0.008
H 0.002 0.002 -0.001
H 0.004 -0.006 0.002
H -0.003 -0.002 0.003
H 0.004 -0.006 0.002
H -0.008 -0.014 -0.001
H -0.007 0.010 -0.018
H 0.024 0.007 0.014
H -0.005 0.007 -0.005
H 0.033 -0.015 0.000
H -0.010 -0.024 0.019
H 0.007 0.001 0.005
H -0.007 0.003 0.006
H -0.007 0.001 0.007
H -0.023 -0.037 -0.038
F 0.027 -0.005 0.006
C -0.003 0.051 0.014
F -0.022 -0.007 0.020
F -0.002 0.016 -0.009
C 0.000 -0.030 -0.020
C 0.034 0.035 0.000
C 0.041 -0.070 -0.021
C 0.043 0.093 0.006
C -0.007 0.013 -0.006
C -0.038 -0.038 0.018
P -0.123 -0.051 0.033
C -0.050 0.014 0.071
C 0.001 0.052 -0.057
C 0.031 -0.042 -0.053
C 0.015 -0.009 0.010
C 0.005 0.005 -0.030
C 0.026 0.023 -0.046
C -0.056 0.016 -0.003
F 0.012 -0.010 -0.049
F -0.001 -0.043 0.033
F 0.004 0.044 0.017
C -0.006 0.050 0.082
C 0.018 0.083 0.012
C 0.019 0.000 0.008
C -0.016 -0.008 -0.006
C -0.025 0.041 -0.007
C 0.049 0.071 0.036
C -0.027 -0.074 0.011
F 0.048 -0.032 -0.046
F -0.057 -0.007 0.011
F 0.037 0.096 0.037
H -0.008 -0.007 -0.002
H -0.058 0.031 0.075
H 0.003 -0.034 0.026
H 0.007 -0.005 -0.007
H -0.070 0.033 0.031
H 0.014 0.007 0.048
H 0.005 -0.002 0.017
H -0.016 -0.003 0.002
H 0.012 -0.002 -0.002
H -0.028 0.015 0.014
H 0.008 0.002 -0.013
H 0.004 0.025 0.020

Results
HOMO energy (alpha / beta), eV: -0.984 / -1.020
2S+1: 2
Charge: -2
Frontier orbital gap (alpha / beta), eV: 4.47 / 4.51

- Which of these has the highest 2S+1?
  C67H51AsF12GeP2Se4Tc

- 2S+1 of number 3 (C67H51AsF12GeP2Se4Tc)?
  2

- Which value of 2S+1 does entry 1 give?
  1